5 unconnected molecules or ions with the total composition C49H72FN8O10, computed with wB97M-V/def2-TZVPD.

- E_HOMO (eV) = -10.81
- total charge = +1
- lowest unoccupied orbital energy (Ha) = -0.1226

Atoms and positions in Å:
C 8.923 0.562 0.243
C 8.411 -0.180 1.638
C 6.802 -0.613 1.530
C 6.574 -2.069 2.321
C 5.340 -2.848 1.562
C 5.452 -4.508 1.678
C 4.446 -5.163 0.543
C 3.783 -6.614 1.020
C 2.398 -6.337 1.864
C 1.046 -6.368 0.924
C -0.301 -6.293 1.910
C -0.270 -4.806 2.601
C -1.645 -4.407 3.399
C -3.027 -4.622 2.481
C -2.973 -3.617 1.150
C -4.280 -2.649 0.995
O -5.464 -3.572 1.013
N -6.151 -3.462 2.155
O -6.859 -4.454 2.219
C -4.286 -1.644 2.310
N -3.126 -0.625 2.299
C -3.160 0.247 3.534
C -1.645 0.767 4.018
C -2.999 0.074 0.982
C -2.934 1.700 0.984
N -1.512 2.277 1.160
C -1.792 3.641 1.825
C -4.210 -0.351 -0.061
N -4.401 -1.832 -0.235
C -3.821 -2.370 -1.498
C -4.392 -3.843 -1.991
F -2.316 -2.265 -1.603
H 8.089 0.497 -0.606
H 9.880 0.010 -0.166
H 9.233 1.691 0.468
H 9.111 -1.096 1.874
H 8.490 0.565 2.567
H 6.103 0.160 2.097
H 6.482 -0.675 0.405
H 6.357 -1.841 3.462
H 7.526 -2.764 2.264
H 5.383 -2.559 0.421
H 4.312 -2.439 2.001
H 5.011 -4.825 2.737
H 6.563 -4.873 1.604
H 5.010 -5.330 -0.492
H 3.564 -4.373 0.393
H 4.591 -7.202 1.672
H 3.467 -7.273 0.082
H 2.513 -5.263 2.372
H 2.371 -7.100 2.767
H 1.038 -5.336 0.332
H 0.997 -7.265 0.171
H -1.281 -6.529 1.298
H -0.221 -7.130 2.747
H 0.596 -4.818 3.413
H 0.019 -3.930 1.849
H -1.780 -5.165 4.311
H -1.607 -3.334 3.901
H -3.118 -5.761 2.190
H -3.915 -4.388 3.204
H -1.936 -3.032 1.237
H -2.801 -4.362 0.233
H -4.153 -2.227 3.340
H -5.258 -1.005 2.427
H -2.256 -1.230 2.410
H -3.954 1.110 3.514
H -3.504 -0.464 4.431
H -1.253 0.071 4.905
H -1.619 1.908 4.282
H -0.881 0.563 3.124
H -1.993 -0.306 0.461
H -3.233 2.042 -0.122
H -3.726 2.242 1.676
H -1.180 2.562 0.191
H -2.644 4.222 1.223
H -2.254 3.494 2.916
H -0.848 4.335 1.859
H -5.239 0.107 0.272
H -3.928 0.166 -1.097
H -4.192 -1.627 -2.361
H -4.464 -4.643 -1.143
H -3.694 -4.287 -2.847
H -5.436 -3.640 -2.531
C -8.087 2.385 -3.767
C -6.763 2.240 -3.349
C -6.443 2.333 -1.993
C -7.462 2.568 -1.059
C -8.791 2.721 -1.477
C -9.098 2.630 -2.836
N -7.136 2.641 0.370
O -5.946 2.518 0.698
O -8.069 2.816 1.167
H -8.332 2.307 -4.825
H -5.980 2.052 -4.080
H -5.407 2.217 -1.683
H -9.591 2.909 -0.764
H -10.127 2.745 -3.170
C 7.546 4.218 -5.191
C 8.870 4.073 -4.773
C 9.190 4.165 -3.417
C 8.171 4.400 -2.484
C 6.842 4.554 -2.902
C 6.535 4.462 -4.261
N 8.497 4.473 -1.055
O 9.686 4.351 -0.727
O 7.564 4.649 -0.258
H 7.301 4.139 -6.249
H 9.653 3.884 -5.505
H 10.226 4.050 -3.108
H 6.042 4.741 -2.189
H 5.506 4.577 -4.595
C -6.378 1.008 5.137
C -6.880 2.308 5.064
C -7.361 2.938 6.214
C -7.331 2.254 7.437
C -6.835 0.946 7.512
C -6.359 0.326 6.355
N -7.812 2.920 8.654
O -8.261 4.071 8.544
O -7.738 2.295 9.722
H -5.999 0.523 4.239
H -6.893 2.833 4.111
H -7.749 3.951 6.141
H -6.810 0.402 8.454
H -5.969 -0.689 6.403
C 4.864 5.586 -11.654
C 6.235 5.644 -11.400
C 6.760 5.048 -10.251
C 5.898 4.390 -9.362
C 4.521 4.338 -9.611
C 4.007 4.940 -10.762
N 6.447 3.740 -8.166
O 7.669 3.825 -7.971
O 5.658 3.140 -7.422
H 4.461 6.048 -12.554
H 6.897 6.151 -12.100
H 7.831 5.101 -10.068
H 3.840 3.835 -8.927
H 2.940 4.902 -10.965

Mulliken atomic charge list, values in e, 8 entries: C -0.758; C -0.306; C -0.595; C -0.553; C -0.512; C -0.460; C -0.593; C -0.564

***

4 unconnected molecules or ions with the total composition C6H20O3, computed with wB97M-V/def2-TZVPD.

- E_HOMO (eV) = -10.79
- SMILES = CCC(C)CC.O.O.O
- ΔE to the lowest compared entry with this formula, charge and spin (kJ/mol) = 86.13
- lowest unoccupied orbital energy (Ha) = 0.0207

Atoms and positions in Å:
C 0.349 -2.255 -0.933
C -0.602 -1.362 -0.112
C -0.558 0.120 -0.499
C -0.580 0.376 -1.983
C -1.754 0.823 0.166
C -1.595 1.072 1.700
H 0.771 -1.683 -1.769
H 0.989 -3.018 -0.451
H -0.294 -2.917 -1.580
H -0.565 -1.456 0.997
H -1.632 -1.774 -0.212
H 0.341 0.631 -0.072
H -0.918 -0.481 -2.593
H 0.345 0.591 -2.533
H -1.372 1.037 -2.364
H -1.702 1.948 -0.091
H -2.735 0.455 -0.061
H -2.346 1.780 2.021
H -1.715 0.168 2.322
H -0.655 1.540 2.006
H 0.420 -1.409 3.013
H 1.368 -2.163 2.096
O 1.219 -1.945 3.025
H 2.755 0.553 1.006
H 3.082 0.572 -0.432
O 3.281 1.060 0.376
H 0.662 2.509 -0.740
H 2.010 2.984 -1.038
O 1.429 2.244 -1.266

Mulliken atomic charge list, values in e, 8 entries: C -1.189; C -0.501; C 1.657; C -1.879; C -0.821; C -1.179; H 0.320; H 0.340

***

A molecular structure, C30H60BN10Rh, computed with wB97M-V/def2-TZVPD.

- E_HOMO (alpha / beta) (eV) = -13.57 / -13.96
- total charge = +2
- lowest unoccupied orbital energy (alpha / beta) (Ha) = -0.3124 / -0.2926

Atoms and positions in Å:
Rh -0.126 -0.676 -0.854
C -2.739 4.183 -0.860
C -2.412 2.847 -1.393
C -2.928 2.264 -2.549
C -2.330 1.016 -2.653
N -1.501 0.859 -1.600
N -1.545 1.968 -0.848
B -0.726 2.158 0.445
N 0.778 2.013 0.100
N 1.170 1.283 -0.968
C 2.403 1.666 -1.315
C 2.838 2.632 -0.399
C 1.787 2.834 0.477
C 1.750 3.738 1.649
C 3.160 1.290 -2.561
C 2.256 0.574 -3.578
C 3.672 2.588 -3.212
C 4.402 0.455 -2.206
N -1.209 1.066 1.432
N -1.479 -0.192 1.001
C -2.277 -0.779 1.899
C -2.489 0.115 2.955
C -1.809 1.274 2.626
C -1.727 2.527 3.412
C -2.867 -2.160 1.797
C -1.834 -3.176 2.311
C -4.121 -2.276 2.670
C -3.287 -2.427 0.346
C -2.534 -0.007 -3.733
C -3.062 -1.296 -3.101
C -1.190 -0.312 -4.401
C -3.527 0.517 -4.774
H -3.480 4.652 -1.501
H -1.848 4.810 -0.827
H -3.141 4.116 0.149
H -3.639 2.705 -3.217
H -0.935 3.225 0.891
H 3.779 3.139 -0.394
H 2.745 4.136 1.836
H 1.401 3.213 2.537
H 1.082 4.579 1.470
H 1.359 0.184 -3.097
H 2.796 -0.223 -4.085
H 1.931 1.271 -4.346
H 2.874 3.322 -3.300
H 4.052 2.364 -4.206
H 4.478 3.032 -2.637
H 4.159 -0.520 -1.792
H 5.020 0.982 -1.482
H 4.995 0.300 -3.104
H -3.073 -0.045 3.835
H -1.930 2.315 4.459
H -2.479 3.239 3.072
H -0.753 3.001 3.315
H -1.662 -3.013 3.373
H -0.880 -3.090 1.794
H -2.214 -4.188 2.192
H -3.871 -2.263 3.726
H -4.621 -3.218 2.457
H -4.813 -1.465 2.464
H -3.461 -3.488 0.182
H -2.536 -2.051 -0.346
H -4.220 -1.909 0.136
H -2.313 -1.670 -2.396
H -3.234 -2.046 -3.867
H -3.995 -1.120 -2.572
H -0.511 -0.752 -3.659
H -0.742 0.590 -4.809
H -1.331 -1.022 -5.211
H -4.493 0.713 -4.314
H -3.666 -0.222 -5.560
H -3.157 1.434 -5.227
N -0.319 -3.123 -0.785
C 0.972 -3.763 -0.512
C 1.958 -3.235 -1.548
N 1.950 -1.772 -1.438
H -1.011 -3.434 -0.107
H -0.644 -3.429 -1.704
H 0.912 -4.858 -0.552
H 1.302 -3.459 0.487
H 1.636 -3.521 -2.554
H 2.955 -3.663 -1.382
H 2.356 -1.349 -2.270
H 2.522 -1.502 -0.641
C 2.649 -2.264 4.541
C 2.376 -0.980 3.764
C 3.695 -0.302 3.403
C 1.507 -0.030 4.611
N 1.636 -1.360 2.546
N 1.412 -0.437 1.532
H 3.151 -2.031 5.475
H 3.291 -2.930 3.973
H 1.728 -2.790 4.774
H 4.274 -0.151 4.311
H 3.538 0.673 2.945
H 4.274 -0.935 2.736
H 2.059 0.257 5.502
H 0.585 -0.515 4.925
H 1.259 0.879 4.065
H 0.778 -1.854 2.779
H 2.299 0.006 1.286
H 0.730 0.287 1.783

Mulliken atomic charge list, values in e, 8 entries: Rh 0.442; C -1.579; C 0.440; C -0.850; C -1.416; N 1.853; N 0.321; B -0.497

***

16 unconnected molecules or ions with the total composition F6H30O15P, computed with wB97M-V/def2-TZVPD.

- E_HOMO (eV) = -7.91
- total charge = -1
- ΔE to the lowest compared entry with this formula, charge and spin (kJ/mol) = 73.77
- lowest unoccupied orbital energy (Ha) = 0.0817

Atoms and positions in Å:
P 15.918 26.415 -7.498
F 14.592 25.837 -8.231
F 16.715 26.426 -8.934
F 15.468 27.938 -7.685
F 17.304 27.016 -6.835
F 15.261 26.364 -6.048
F 16.493 24.911 -7.307
O 16.960 28.156 -11.447
H 16.241 27.531 -11.318
H 17.357 28.244 -10.574
O 19.832 26.168 -7.788
H 20.029 26.081 -6.850
H 18.982 26.626 -7.812
O 17.502 22.560 -8.123
H 17.224 23.415 -7.751
H 16.765 22.285 -8.677
O 12.655 28.924 -7.160
H 12.880 28.821 -8.112
H 13.438 29.329 -6.731
O 11.978 26.175 -6.411
H 11.862 27.133 -6.511
H 12.761 25.975 -6.937
O 12.887 23.316 -9.705
H 13.017 23.715 -10.571
H 12.773 24.065 -9.108
O 15.284 25.208 -3.114
H 15.183 24.772 -2.261
H 14.382 25.568 -3.331
O 17.623 26.480 -3.716
H 16.901 25.948 -3.319
H 17.252 26.810 -4.537
O 17.134 29.847 -6.387
H 16.970 28.905 -6.565
H 18.085 29.914 -6.268
O 15.854 31.046 -8.611
H 15.910 30.743 -7.694
H 15.009 31.503 -8.669
O 17.863 24.632 -10.980
H 17.926 24.878 -10.049
H 16.954 24.825 -11.220
O 14.437 30.222 -5.469
H 14.478 31.172 -5.320
H 15.352 29.912 -5.350
O 14.891 23.523 -5.380
H 15.268 24.103 -6.059
H 14.958 24.031 -4.557
O 13.495 27.807 -9.746
H 14.185 27.174 -9.501
H 12.804 27.286 -10.170
O 13.095 26.598 -3.686
H 12.457 27.155 -3.232
H 12.916 26.730 -4.634

Mulliken atomic charge list, values in e, 8 entries: P 1.783; F -0.277; F -0.568; F -0.266; F -0.677; F -0.374; F -0.279; O -0.626

***

A molecular structure, C28H36P2RhSi, computed with wB97M-V/def2-TZVPD.

- E_HOMO (alpha / beta) (eV) = -8.99 / -10.89
- total charge = +1
- ΔE to the lowest compared entry with this formula, charge and spin (kJ/mol) = 0.00
- spin multiplicity = 5
- lowest unoccupied orbital energy (alpha / beta) (Ha) = -0.0947 / -0.1830
- ⟨S²⟩ = 6.0194

Atoms and positions in Å:
C 1.943 -2.951 2.087
C 2.307 -2.701 0.739
C 2.855 -1.403 0.669
H 2.183 -3.381 -0.088
C 2.828 -0.841 1.965
C 2.262 -1.803 2.842
H 2.107 -1.680 3.901
H 1.502 -3.858 2.467
H 3.193 -0.907 -0.225
H 3.167 0.145 2.234
Rh 0.664 -1.205 1.320
C 0.339 0.303 -0.184
H 1.033 1.134 -0.013
H -0.656 0.751 -0.283
H 0.584 -0.108 -1.169
Si -0.742 2.932 -3.454
C -0.927 1.652 -4.807
C 0.062 0.687 -5.017
H 0.959 0.694 -4.409
C -0.078 -0.276 -6.005
H 0.698 -1.015 -6.153
C -1.213 -0.291 -6.804
H -1.323 -1.041 -7.576
C -2.204 0.661 -6.613
H -3.088 0.657 -7.238
C -2.059 1.624 -5.624
H -2.837 2.366 -5.492
C 1.015 3.576 -3.387
C 1.712 3.871 -4.562
H 1.243 3.702 -5.524
C 3.007 4.365 -4.518
H 3.532 4.587 -5.438
C 3.631 4.573 -3.295
H 4.642 4.957 -3.260
C 2.955 4.281 -2.119
H 3.439 4.436 -1.163
C 1.660 3.786 -2.167
H 1.148 3.556 -1.240
H -1.068 2.368 -2.116
H -1.716 4.024 -3.728
C -1.837 -4.471 2.142
P -1.086 -2.812 1.979
C -2.115 -2.347 0.546
C -1.318 -2.269 3.794
C -1.789 -3.159 4.797
C -1.975 -2.745 6.122
C -1.709 -1.432 6.498
C -1.245 -0.525 5.554
C -1.050 -0.940 4.232
P -0.381 0.116 3.024
C 0.990 1.022 3.821
C -1.968 0.681 2.324
H -1.834 -4.976 1.154
H -2.888 -4.399 2.493
H -1.226 -5.104 2.818
H -3.182 -2.587 0.735
H -2.012 -1.275 0.310
H -1.764 -2.908 -0.345
H -2.025 -4.189 4.607
H -2.329 -3.450 6.862
H -1.852 -1.121 7.525
H -1.025 0.489 5.859
H 1.743 0.371 4.287
H 1.472 1.680 3.070
H 0.579 1.667 4.622
H -2.620 -0.161 2.041
H -2.508 1.251 3.107
H -1.804 1.365 1.473

Mulliken atomic charge list, values in e, 8 entries: C -0.888; C -0.229; C -0.913; H 0.486; C -0.280; C -0.606; H 0.582; H 0.728

***

A molecular structure, C16H32HfO2P2, computed with wB97M-V/def2-TZVPD.

- E_HOMO (alpha / beta) (eV) = -12.47 / -12.39
- total charge = +2
- ΔE to the lowest compared entry with this formula, charge and spin (kJ/mol) = 1505.01
- lowest unoccupied orbital energy (alpha / beta) (Ha) = -0.3273 / -0.3300

Atoms and positions in Å:
P 0.266 -1.654 -0.360
P 0.828 1.579 -0.095
C 0.985 -0.598 -1.742
C 1.931 0.423 -1.160
H 0.110 -0.143 -2.233
H 1.461 -1.212 -2.523
H 2.759 -0.051 -0.602
H 2.501 1.030 -1.871
C 0.228 2.333 -1.670
H -0.091 3.376 -1.546
H -0.553 1.735 -2.150
H 1.082 2.349 -2.363
C 1.662 2.968 0.679
H 1.890 3.697 -0.115
H 2.600 2.662 1.169
H 0.989 3.432 1.414
C -0.296 -2.883 -1.603
H -0.667 -3.798 -1.135
H 0.563 -3.134 -2.243
H -1.085 -2.463 -2.239
C 1.577 -2.674 0.435
H 2.490 -2.163 0.848
H 1.923 -3.342 -0.359
H 1.134 -3.302 1.212
Hf 1.692 -0.334 1.080
C -1.931 2.842 -0.542
C -3.027 2.138 -0.769
C -2.940 0.620 -1.022
C -3.901 -0.084 -0.063
C -3.867 -1.599 -0.219
C -2.738 -2.212 -0.540
C -0.707 -0.711 1.052
C -0.484 0.836 1.114
C 3.931 -0.310 1.043
H -1.819 3.931 -0.565
H -4.063 2.514 -0.693
H -1.906 0.274 -0.863
H -3.207 0.378 -2.066
H -3.665 0.167 0.987
H -4.917 0.275 -0.277
H -4.831 -2.081 -0.006
H -2.626 -3.266 -0.844
H -0.626 -1.173 2.048
H -1.741 -0.958 0.793
H -1.362 1.395 0.767
H -0.324 1.223 2.139
H 4.288 0.641 1.457
H 4.404 -0.449 0.063
H 4.255 -1.118 1.709
O 1.789 0.783 2.996
C 1.954 -0.286 3.672
O 1.693 -1.406 3.125
H 2.389 -0.198 4.677

Mulliken atomic charge list, values in e, 8 entries: P 1.223; P 1.424; C -0.856; C -0.554; H 0.378; H 0.776; H -0.164; H 0.716

***

Calculated M (g mol⁻¹), listed in the same order as above: 952.16 140.22 674.60 415.19 565.54 496.87
Calculated max |F| (hartree/bohr), listed in the same order as above: 0.09002 0.07999 0.05150 0.03686 0.07463 0.12429